The following is a DFT calculation (wB97M-V/def2-TZVPD) of a 4-piece molecular cluster, C26H53BBrN4O19P2S4 overall in a non-equilibrium geometry.

CARTESIAN COORDINATES (ANGSTROEM)
C  -3.270  1.058  -0.950
C  -2.681  1.056  0.569
C  -1.238  1.817  0.503
O  -0.204  0.998  -0.129
C  0.792  0.670  0.911
N  1.715  -0.449  0.497
C  0.995  -1.609  0.421
N  -0.418  -1.816  0.721
C  -1.272  -2.205  -0.432
C  -0.698  -2.527  1.985
C  -1.037  -1.602  3.293
O  -0.765  -3.781  2.163
C  2.098  -2.689  -0.154
C  1.773  -2.584  -1.727
C  1.204  -1.325  -2.493
N  0.023  -1.640  -3.417
C  1.759  -4.260  -0.007
B  2.275  -5.199  1.151
O  3.675  -5.679  1.101
O  1.531  -5.735  2.303
C  3.445  -2.055  0.537
C  4.835  -2.766  0.139
Br  6.484  -1.663  0.051
C  4.876  -3.658  -1.204
C  6.401  -4.219  -1.469
P  3.584  -2.072  2.437
O  2.343  -1.565  3.203
O  3.850  -3.625  3.183
O  5.076  -1.376  3.012
C  3.216  -0.442  0.227
C  3.760  0.047  -1.242
C  3.022  1.293  -1.900
C  3.199  1.437  -3.530
N  2.323  2.253  -1.330
P  4.117  0.927  1.194
S  3.442  1.461  2.927
H  -2.564  1.573  -1.701
H  -3.376  -0.039  -1.299
H  -4.289  1.602  -0.917
H  -3.403  1.559  1.314
H  -2.529  -0.036  0.918
H  -0.919  2.142  1.565
H  -1.378  2.777  -0.118
H  0.300  0.388  1.911
H  1.345  1.688  1.048
H  -2.372  -2.241  -0.048
H  -1.258  -1.314  -1.182
H  -1.041  -3.216  -0.922
H  -1.683  -0.712  2.902
H  -0.093  -1.262  3.851
H  -1.760  -2.203  3.981
H  2.575  -3.057  -2.433
H  0.871  -3.316  -1.916
H  2.030  -0.980  -3.250
H  0.899  -0.377  -1.947
H  -0.424  -0.731  -3.616
H  0.451  -1.998  -4.290
H  0.591  -4.333  -0.026
H  2.088  -4.802  -0.992
H  3.741  -6.407  0.428
H  0.871  -6.356  1.911
H  5.070  -3.544  0.980
H  4.212  -4.588  -1.205
H  4.686  -2.935  -2.092
H  7.004  -3.502  -2.159
H  6.255  -5.183  -2.111
H  6.951  -4.492  -0.501
H  3.717  -3.439  4.152
H  5.818  -2.014  2.873
H  4.870  0.395  -1.113
H  3.844  -0.838  -1.996
H  3.283  2.549  -3.815
H  4.046  0.777  -3.933
H  2.174  1.078  -3.957
H  1.983  2.936  -2.046
H  4.195  2.163  0.424
H  5.526  0.634  1.441
C  -5.331  5.784  3.331
C  -5.353  5.860  1.810
O  -4.330  4.955  1.374
S  -4.237  3.728  2.438
O  -5.001  2.625  1.922
O  -2.871  3.599  2.860
O  -5.089  4.411  3.638
H  -4.511  6.374  3.743
H  -6.272  6.112  3.775
H  -5.159  6.866  1.443
H  -6.309  5.507  1.411
C  -4.256  -4.117  -1.624
C  -5.675  -4.663  -1.553
O  -6.464  -3.745  -2.308
S  -5.559  -3.134  -3.512
O  -5.840  -3.875  -4.707
O  -5.626  -1.704  -3.448
O  -4.110  -3.611  -2.950
H  -4.118  -3.287  -0.925
H  -3.508  -4.886  -1.426
H  -6.043  -4.736  -0.529
H  -5.745  -5.644  -2.034
C  -0.940  8.553  -0.150
C  -2.051  9.536  0.192
O  -3.191  8.724  0.475
S  -2.692  7.323  1.133
O  -2.806  7.433  2.559
O  -3.267  6.241  0.387
O  -1.122  7.451  0.740
H  -1.041  8.184  -1.175
H  0.051  8.990  -0.018
H  -2.263  10.226  -0.625
H  -1.810  10.105  1.095

Force components x, y, z for each atom (eV/Å):
C -0.219 -0.415 0.666
C 1.025 0.029 -0.841
C -1.465 0.554 0.984
O 0.575 -0.855 1.687
C -0.199 3.445 0.451
N -4.231 -1.004 -0.058
C 3.358 -0.288 -0.183
N 2.354 -0.045 -0.239
C -1.611 0.543 -1.010
C -0.488 -3.338 4.141
C -1.184 0.017 -1.175
O 0.299 5.136 -2.185
C -1.786 -0.286 0.170
C -1.131 -0.950 -2.454
C 0.976 1.730 -2.197
N 1.366 0.002 0.670
C -1.575 -0.152 -0.567
B 1.692 -2.018 3.021
O -2.227 -0.021 -1.136
O 0.807 0.455 -3.448
C 1.360 0.594 -0.852
C -0.036 -2.623 -0.265
Br -0.772 0.143 0.256
C 1.713 0.759 -0.753
C -0.802 -0.643 -1.133
P -1.383 -0.881 6.588
O 2.891 -0.613 -2.900
O -0.120 2.139 -1.710
O -2.245 -1.301 -2.055
C 0.157 -0.918 -1.360
C -0.021 -0.109 -0.634
C -0.944 2.246 -1.827
C -0.942 -0.681 0.834
N 1.687 -2.719 -0.766
P 0.961 2.145 2.622
S -0.379 -0.136 -0.007
H -1.105 -0.665 1.287
H -0.212 1.850 0.372
H 1.629 -1.065 -0.422
H 1.507 -0.912 -1.512
H -0.092 1.769 -0.499
H -0.386 -0.496 -1.661
H 0.359 -1.488 0.894
H 0.793 0.193 -1.655
H -0.425 -2.315 -0.030
H 2.057 0.029 -0.461
H 0.130 -1.880 1.217
H -0.202 1.594 0.684
H 1.460 -1.287 0.781
H -1.376 -0.540 -1.032
H 1.686 0.835 -1.242
H -1.092 0.910 1.764
H 1.725 1.296 0.749
H -1.114 -0.419 1.745
H 0.527 -1.443 -0.087
H 0.250 -0.785 -0.132
H -0.784 0.388 0.573
H 2.050 0.252 0.158
H -0.414 1.158 1.742
H 0.093 0.997 0.948
H 0.196 0.790 0.787
H -0.448 1.440 -1.407
H 0.603 1.813 0.260
H -0.052 -1.465 1.369
H -0.987 -1.204 1.628
H 0.384 1.563 1.257
H -0.786 0.480 -1.524
H -0.074 -0.123 -1.223
H -0.734 0.466 0.090
H -1.893 -0.688 -0.043
H -0.457 1.682 1.326
H 0.231 -1.840 0.523
H -1.247 1.171 0.437
H 1.949 0.501 0.549
H 0.477 -0.787 0.690
H -0.219 -1.578 -0.325
H -1.173 -0.434 -1.108
C 0.193 0.756 -0.027
C -0.913 -0.338 0.342
O -2.002 -3.531 3.228
S -0.917 1.127 0.040
O 0.676 0.480 0.654
O -0.892 -0.308 -0.580
O 0.294 -0.808 -0.678
H -0.114 -0.015 -0.077
H 0.052 -0.315 -0.027
H -0.036 -0.276 0.018
H 0.033 0.101 0.033
C -0.094 0.098 0.520
C 0.236 -0.589 -0.049
O 0.658 0.649 -0.325
S -0.335 -0.020 -0.258
O 0.370 0.862 0.897
O -0.037 -1.176 -0.196
O -0.651 -0.095 -0.259
H -0.078 -0.079 0.021
H -0.038 0.094 -0.244
H -0.118 0.212 -0.184
H 0.064 0.026 0.094
C -0.068 0.261 -0.615
C 0.551 0.414 0.303
O 0.134 -0.893 0.076
S 0.744 0.143 -0.951
O -0.015 -0.407 -1.058
O 3.048 4.136 -1.294
O -0.774 0.137 0.597
H 0.007 0.071 0.045
H -0.109 -0.204 0.182
H -0.207 -0.223 0.070
H 0.044 0.003 -0.103

Properties
Gap between HOMO and LUMO in Eh: 0.2447
LUMO in Eh: -0.148
Charge: +1
E in eV: -205305.5713